59
Properties=species:S:1:pos:R:3:forces:R:3 method="wB97M-V/def2-TZVPD" spin_multiplicity=1 gap_ev=8.67 mol_weight_g_mol=376.50 smiles="COc1ccc(CCNC(=O)[C@]2(C)CCC(=O)N2CCC(C)C)cc1OC" homo_energy_ev=-8.12 de_lowest_kcal_mol=7.6
C 3.822 0.535 2.021 0.07 0.11 0.21
H 4.249 -0.160 2.752 -0.04 0.02 -0.02
O 3.387 -0.130 0.864 -0.22 -0.33 -0.29
C 2.399 -1.062 0.984 0.10 0.13 -0.11
C 1.783 -1.427 2.166 0.22 0.22 -0.04
C 0.761 -2.370 2.169 -0.07 -0.22 -0.16
C 0.350 -2.967 0.995 0.05 -0.11 0.33
C 0.982 -2.618 -0.197 0.20 0.12 -0.07
C 1.992 -1.676 -0.223 0.12 0.08 -0.02
O 2.651 -1.271 -1.339 0.05 0.08 0.45
C 2.188 -1.735 -2.584 -0.09 -0.10 -0.24
H 2.792 -1.223 -3.332 -0.06 -0.05 0.01
H 1.134 -1.486 -2.734 0.01 -0.01 0.01
H 2.330 -2.817 -2.689 -0.02 0.04 0.02
H 0.658 -3.090 -1.110 -0.03 0.00 -0.18
C -0.812 -3.921 0.966 -0.08 0.21 -0.18
H -1.095 -4.190 1.986 0.03 -0.06 0.01
H -0.548 -4.837 0.434 -0.03 -0.09 0.06
C -2.009 -3.269 0.255 0.01 -0.23 -0.03
N -2.292 -1.962 0.802 -0.17 -0.38 0.25
C -1.948 -0.827 0.154 -0.21 0.29 0.29
O -1.583 -0.815 -1.002 0.04 0.02 -0.35
C -2.170 0.463 0.974 0.02 0.04 0.09
N -1.576 1.608 0.303 -0.01 -0.22 0.26
C -2.463 2.370 -0.375 -0.58 -0.08 0.11
O -2.212 3.403 -0.953 0.10 0.36 -0.25
C -3.830 1.713 -0.260 0.02 0.03 -0.01
C -3.680 0.800 0.948 -0.03 0.05 -0.16
H -4.295 -0.097 0.886 0.02 0.00 0.09
H -3.942 1.341 1.860 0.05 -0.03 0.03
H -4.619 2.456 -0.159 0.06 0.02 -0.05
H -4.002 1.144 -1.175 -0.01 0.02 -0.04
C -0.160 1.922 0.328 0.24 0.00 -0.22
H -0.083 3.009 0.422 0.05 -0.06 0.11
C 0.599 1.454 -0.922 -0.13 0.18 -0.06
H 0.085 0.577 -1.314 0.09 -0.02 0.06
H 1.609 1.152 -0.638 0.11 -0.04 0.00
C 0.698 2.517 -2.023 0.17 -0.10 -0.06
C 1.073 1.853 -3.345 -0.16 0.16 0.20
H 0.319 1.125 -3.634 -0.07 -0.13 -0.08
H 1.153 2.596 -4.137 0.05 0.04 -0.13
H 2.031 1.345 -3.251 0.17 -0.10 -0.03
C 1.738 3.576 -1.665 -0.30 -0.09 -0.05
H 2.719 3.117 -1.550 0.15 -0.05 0.02
H 1.799 4.327 -2.449 0.05 0.13 -0.05
H 1.483 4.081 -0.737 0.03 0.11 0.13
H -0.275 3.001 -2.132 0.07 -0.03 0.01
H 0.272 1.461 1.217 -0.04 0.06 0.05
C -1.655 0.326 2.411 0.07 -0.04 -0.21
H -0.694 -0.184 2.442 0.03 0.01 0.09
H -1.547 1.316 2.849 -0.05 0.06 0.03
H -2.366 -0.228 3.022 -0.06 -0.08 0.09
H -2.496 -1.924 1.787 0.04 0.15 -0.04
H -1.787 -3.117 -0.802 -0.09 -0.08 0.09
H -2.898 -3.902 0.348 0.08 0.02 -0.11
H 0.293 -2.633 3.107 -0.07 -0.04 0.08
H 2.081 -0.978 3.101 0.08 0.08 0.05
H 4.596 1.225 1.689 -0.04 -0.03 0.07
H 3.012 1.103 2.490 0.01 -0.04 0.00

---

58
Properties=species:S:1:pos:R:3:forces:R:3 method="wB97M-V/def2-TZVPD" spin_multiplicity=1 gap_ev=8.50 mol_weight_g_mol=356.51 smiles=CC(C)CCN1CCN(Cc2cccn2-c2ccccn2)C[C@@H]1CCO homo_energy_ev=-7.84 de_lowest_kcal_mol=11.7
C 4.599 3.540 -0.663 -0.06 -0.29 -0.13
H 5.680 3.427 -0.620 0.14 0.05 0.02
H 4.346 4.066 -1.582 -0.01 0.11 -0.08
H 4.286 4.154 0.180 -0.03 0.10 0.12
C 3.915 2.175 -0.608 -0.09 0.23 0.22
C 4.349 1.421 0.645 0.12 -0.12 -0.30
H 3.828 0.472 0.704 0.05 -0.06 0.14
H 5.422 1.243 0.629 0.16 0.01 0.06
H 4.109 2.002 1.533 -0.05 0.07 0.17
C 2.393 2.347 -0.659 0.12 -0.36 -0.31
H 2.049 2.754 0.293 -0.06 0.13 0.07
H 2.150 3.073 -1.438 -0.05 0.09 0.02
C 1.624 1.059 -0.980 -0.10 0.34 0.08
N 1.602 0.130 0.139 -0.01 -0.03 -0.16
C 0.570 0.420 1.117 -0.26 0.03 0.04
C -0.824 -0.062 0.696 0.22 0.19 0.14
N -0.768 -1.480 0.403 0.04 -0.06 -0.01
C 0.171 -1.728 -0.672 0.28 0.11 -0.03
H -0.109 -1.195 -1.598 0.00 -0.09 0.04
C 1.573 -1.279 -0.232 0.04 -0.32 0.11
C 2.073 -2.141 0.937 0.06 -0.26 -0.27
H 1.234 -2.391 1.587 0.07 -0.02 0.09
H 2.801 -1.562 1.512 0.02 0.03 0.03
C 2.736 -3.433 0.460 -0.11 0.41 -0.16
O 3.137 -4.260 1.526 0.16 -0.22 0.39
H 3.708 -3.750 2.111 -0.05 -0.05 -0.05
H 3.599 -3.193 -0.181 -0.14 -0.02 -0.02
H 2.034 -4.034 -0.121 0.04 0.05 -0.07
H 2.265 -1.408 -1.073 -0.06 0.04 0.02
H 0.179 -2.799 -0.886 -0.03 -0.06 -0.08
C -2.078 -2.090 0.198 0.12 -0.01 0.25
C -2.825 -1.566 -0.989 0.27 -0.39 0.05
C -2.696 -1.949 -2.297 -0.13 -0.03 0.21
C -3.493 -1.090 -3.086 -0.02 0.18 -0.02
C -4.066 -0.192 -2.240 -0.16 0.15 -0.41
N -3.664 -0.471 -0.956 0.07 -0.22 -0.41
C -4.096 0.242 0.157 -0.34 0.58 0.72
N -4.254 -0.428 1.292 -0.02 -0.25 -0.52
C -4.677 0.220 2.362 -0.08 0.28 0.24
C -4.975 1.572 2.367 0.02 0.04 -0.04
C -4.806 2.278 1.184 -0.02 -0.16 0.06
C -4.358 1.613 0.060 0.07 -0.16 -0.03
H -4.195 2.140 -0.867 0.05 0.02 -0.07
H -5.015 3.337 1.141 -0.01 0.06 -0.02
H -5.322 2.059 3.265 -0.03 0.02 0.09
H -4.781 -0.385 3.253 -0.05 0.04 0.13
H -4.766 0.594 -2.444 -0.12 0.12 0.02
H -3.624 -1.138 -4.149 -0.09 0.04 -0.18
H -2.103 -2.768 -2.655 0.15 -0.17 0.02
H -2.660 -1.933 1.107 0.13 -0.21 -0.19
H -1.913 -3.162 0.063 -0.09 0.04 -0.01
H -1.173 0.526 -0.174 -0.04 -0.04 0.04
H -1.525 0.101 1.518 -0.01 0.05 -0.02
H 0.843 -0.076 2.051 -0.07 0.06 0.09
H 0.545 1.496 1.297 0.02 0.00 0.07
H 2.113 0.569 -1.826 -0.05 -0.02 -0.03
H 0.608 1.333 -1.305 0.05 -0.07 -0.09
H 4.225 1.599 -1.488 -0.03 -0.01 -0.03

---

62
Properties=species:S:1:pos:R:3:forces:R:3 method="wB97M-V/def2-TZVPD" spin_multiplicity=1 gap_ev=8.10 mol_weight_g_mol=436.58 smiles="CCCCN(C)CCNC(=O)c1c[nH]c2ccc(S(=O)(=O)N(CC)CC)cc2c1=O" homo_energy_ev=-8.27 de_lowest_kcal_mol=0.0
C -1.190 -1.701 0.636 0.13 -0.19 0.09
C -0.045 -2.383 1.376 0.06 0.18 0.00
C 0.653 -1.470 2.385 -0.23 -0.26 0.09
H 0.923 -0.528 1.907 0.06 0.05 0.02
C -0.217 -1.179 3.610 0.24 0.02 -0.29
N 0.484 -0.370 4.594 -0.10 0.06 0.05
C 1.347 -1.156 5.446 0.00 0.00 -0.04
H 0.790 -1.849 6.099 0.00 -0.01 0.01
H 2.028 -1.740 4.830 0.08 -0.06 0.05
H 1.941 -0.490 6.069 0.07 -0.05 0.06
C -0.377 0.543 5.331 0.05 0.44 -0.17
H -0.108 0.546 6.391 -0.04 -0.04 0.01
C -0.223 1.978 4.795 -0.37 -0.21 0.43
N -0.448 2.045 3.374 0.33 -0.11 -0.01
C -1.676 2.133 2.847 0.10 0.11 -0.29
O -2.698 2.289 3.501 -0.25 -0.02 0.21
C -1.733 2.046 1.349 -0.01 -0.02 0.02
C -2.971 2.153 0.796 0.15 -0.02 0.20
N -3.206 2.064 -0.528 -0.38 0.07 0.09
C -2.187 1.864 -1.420 0.65 -0.10 -0.29
C -2.443 1.764 -2.793 0.06 -0.03 0.04
C -1.405 1.553 -3.670 -0.19 0.05 -0.02
C -0.103 1.457 -3.192 0.47 0.05 -0.33
C 0.168 1.567 -1.852 -0.04 0.08 0.06
C -0.871 1.760 -0.937 -0.12 0.01 -0.28
C -0.570 1.825 0.506 -0.27 0.05 -0.05
O 0.579 1.674 0.914 0.14 0.01 -0.12
H 1.183 1.518 -1.489 0.09 -0.01 0.14
S 1.234 1.114 -4.341 -0.21 -0.30 0.37
O 2.398 1.829 -3.908 -0.09 -0.15 0.27
O 0.732 1.328 -5.668 -0.23 -0.23 0.10
N 1.463 -0.505 -4.099 0.09 1.09 -0.34
C 2.515 -0.956 -3.219 0.26 -0.01 0.57
C 1.969 -1.630 -1.962 0.13 0.07 -0.28
H 2.795 -1.930 -1.322 0.05 -0.08 0.12
H 1.390 -2.515 -2.219 -0.08 -0.12 0.04
H 1.330 -0.949 -1.408 -0.08 0.06 0.11
H 3.091 -0.069 -2.952 0.16 -0.24 0.02
H 3.176 -1.647 -3.753 -0.01 0.13 -0.04
C 0.856 -1.428 -5.028 -0.21 -0.11 -0.51
C 1.692 -1.637 -6.288 -0.15 0.04 0.22
H 1.810 -0.685 -6.798 0.03 0.01 -0.10
H 1.195 -2.339 -6.953 0.00 -0.10 -0.10
H 2.676 -2.028 -6.040 0.11 -0.07 -0.02
H -0.113 -1.007 -5.304 -0.08 -0.27 -0.02
H 0.690 -2.378 -4.513 -0.06 0.12 0.04
H -1.568 1.476 -4.733 -0.13 0.02 -0.11
H -3.459 1.852 -3.151 -0.10 0.00 -0.07
H -4.149 2.146 -0.881 0.17 -0.01 0.14
H -3.820 2.313 1.447 -0.04 -0.01 0.00
H 0.320 1.808 2.754 -0.18 0.09 -0.07
H 0.786 2.341 4.993 -0.05 -0.01 0.03
H -0.955 2.623 5.290 0.15 0.03 0.00
H -1.432 0.254 5.256 0.05 -0.03 0.05
H -1.103 -0.630 3.286 -0.04 -0.05 0.06
H -0.556 -2.134 4.051 -0.08 0.04 -0.01
H 1.577 -1.953 2.709 0.08 0.03 0.03
H -0.425 -3.268 1.894 0.06 -0.10 -0.04
H 0.691 -2.720 0.642 0.00 -0.10 0.01
H -1.973 -1.391 1.324 -0.15 0.08 0.03
H -1.628 -2.380 -0.093 -0.11 0.00 -0.09
H -0.828 -0.821 0.110 0.01 0.10 -0.09